Entry 1:
The following is a quantum chemistry calculation of 6 unconnected molecules or ions with the total composition H12O6 in a non-equilibrium geometry, from the OMol25 dataset.

## Properties
- net charge = 0
- largest force on an atom (eV/Å) = 2.23
- SMILES = O.O.O.O.O.O
- LUMO (eV) = 0.0
- orbital gap (eV) = 9.423
- E (eV) = -12479.6586

Element x y z (Å)
H  -1.426  0.154  0.086
H  -2.092  0.721  1.354
H  0.541  -0.724  -0.263
H  -0.291  -0.987  -1.507
O  -0.060  -0.351  -0.861
O  1.090  1.609  1.900
H  -2.022  -1.375  -2.836
H  2.918  -1.275  1.039
H  1.423  0.779  1.588
H  0.031  1.756  -1.035
H  1.672  -1.668  1.772
H  1.690  2.348  1.867
O  -0.044  2.452  -0.325
H  0.376  2.100  0.485
O  -1.671  -2.097  -2.290
H  -1.862  -2.922  -2.698
O  2.008  -0.971  1.243
O  -2.283  0.450  0.480

Atomic forces in eV per Å
H -0.84 0.44 0.32
H 0.36 0.57 1.30
H 1.56 -0.98 1.25
H -0.48 -1.44 -0.92
O -0.60 2.07 -0.45
O -1.41 0.60 1.06
H -0.08 -0.60 0.14
H -0.72 0.51 0.02
H 1.14 -0.51 -0.22
H -0.10 1.03 1.50
H -0.78 -1.04 1.00
H 0.75 -0.17 -0.14
O 0.25 -0.43 -1.44
H -0.48 -0.07 -0.60
O 0.35 1.43 0.42
H -0.33 -0.82 -0.70
O 1.42 0.39 -1.07
O -0.02 -0.96 -1.47



Entry 2:
The following is a quantum chemistry calculation of 6 unconnected molecules or ions with the total composition H12O6, from the OMol25 dataset.

## Properties
- net charge = 0
- largest force on an atom (eV/Å) = 0.91
- SMILES = O.O.O.O.O.O
- LUMO (eV) = 0.8
- orbital gap (eV) = 11.883
- E (eV) = -12480.7911

Element x y z (Å)
O  0.739  -2.898  -0.316
H  0.022  1.557  -2.530
H  0.072  -3.464  0.106
H  -0.743  0.338  -1.875
O  -0.022  1.165  2.315
H  0.575  -0.535  1.848
O  -0.415  2.964  0.255
O  -0.616  -1.415  -2.303
H  0.904  -2.180  0.331
H  -0.517  2.375  -0.539
O  1.223  -1.259  1.737
O  -0.643  1.322  -1.879
H  -0.060  1.641  3.149
H  0.088  -1.946  -1.865
H  2.033  -0.971  2.174
H  -0.005  1.791  1.553
H  -1.403  -1.967  -2.355
H  -1.232  3.482  0.194

Atomic forces in eV per Å
O -0.39 -0.22 -0.15
H 0.03 -0.28 -0.13
H 0.38 0.29 -0.18
H 0.33 0.47 -0.29
O 0.13 -0.32 -0.28
H 0.41 0.14 0.29
O -0.53 -0.04 -0.74
O 0.32 0.06 -0.09
H 0.18 -0.28 0.12
H 0.31 0.03 0.39
O -0.17 0.07 0.07
O -0.30 -0.24 0.23
H 0.01 0.16 -0.36
H -0.64 0.04 0.14
H -0.26 0.04 -0.16
H -0.32 0.18 0.66
H 0.20 -0.06 0.09
H 0.33 -0.04 0.37



Entry 3:
The following is a quantum chemistry calculation of 6 unconnected molecules or ions with the total composition H12O6 in a non-equilibrium geometry, from the OMol25 dataset.

## Properties
- net charge = 0
- largest force on an atom (eV/Å) = 4.22
- SMILES = O.O.O.O.O.O
- LUMO (eV) = 0.2
- orbital gap (eV) = 10.048
- E (eV) = -12478.0536

Element x y z (Å)
O  2.092  0.813  -2.494
H  1.546  -1.718  -3.280
H  0.441  -1.706  0.062
H  -0.034  -0.312  -0.073
H  1.098  0.799  -2.190
O  1.043  -1.069  -2.762
H  1.445  1.876  4.302
H  0.526  2.343  3.274
O  0.642  -0.797  0.358
O  -1.656  -2.092  -2.810
H  -1.909  0.554  3.695
H  -1.688  -1.928  -1.840
H  1.766  -0.811  -2.106
H  -2.511  -1.940  -3.199
O  -2.834  0.832  3.779
H  1.996  1.132  -3.374
O  0.843  2.556  4.167
H  -2.806  1.466  4.490

Atomic forces in eV per Å
O -1.61 2.88 2.64
H -0.71 -0.01 -0.10
H 0.42 0.49 0.26
H -1.04 1.03 -0.62
H 3.05 0.28 -0.94
O 0.84 -2.75 1.09
H 1.91 -1.87 0.76
H -0.06 0.42 0.32
O 0.63 -1.48 0.35
O 0.74 -0.11 1.03
H -0.35 0.02 -0.01
H -0.34 -0.12 -1.34
H -1.47 -0.61 -1.37
H -0.63 0.14 0.22
O 0.47 -0.41 -0.38
H 0.10 0.28 -1.20
O -1.87 1.42 -1.11
H -0.08 0.39 0.40



Entry 4:
The following is a quantum chemistry calculation of 6 unconnected molecules or ions with the total composition H12O6 in a non-equilibrium geometry, from the OMol25 dataset.

## Properties
- net charge = 0
- largest force on an atom (eV/Å) = 3.37
- SMILES = O.O.O.O.O.O
- LUMO (eV) = 0.0
- orbital gap (eV) = 11.074
- E (eV) = -12479.5174

Element x y z (Å)
H  -4.401  -0.910  -2.017
H  0.973  -1.254  -1.447
O  -2.024  0.405  0.094
H  -3.250  -0.773  -1.080
O  0.002  -1.363  0.155
O  1.416  -1.197  -2.311
H  -1.145  0.790  -0.081
O  1.559  2.432  2.263
H  2.022  2.320  3.071
O  -4.197  -0.835  -1.136
H  3.385  0.629  0.580
H  1.754  1.589  1.791
O  2.387  0.421  0.684
H  -2.286  0.907  0.819
H  1.956  -1.986  -2.390
H  -0.821  -1.079  0.472
H  1.914  0.813  -0.060
H  0.756  -0.908  0.592

Atomic forces in eV per Å
H -0.77 -0.31 -3.23
H -0.15 -0.31 -0.29
O 1.71 -0.65 -1.70
H 0.55 0.22 0.12
O 3.22 -0.68 -0.76
O 0.06 0.34 0.10
H -0.49 -0.34 -0.33
O -0.58 -0.44 -1.25
H 0.56 0.07 1.30
O 0.02 0.08 3.07
H -2.65 -0.46 -0.02
H -0.07 0.71 0.33
O 2.14 0.08 -0.17
H -1.32 1.29 2.09
H -0.02 -0.07 0.07
H -1.77 0.90 0.92
H 0.55 0.05 -0.33
H -1.00 -0.46 0.09



Entry 5:
The following is a quantum chemistry calculation of 6 unconnected molecules or ions with the total composition H12O6, from the OMol25 dataset.

## Properties
- net charge = 0
- largest force on an atom (eV/Å) = 0.32
- SMILES = O.O.O.O.O.O
- LUMO (eV) = 0.0
- orbital gap (eV) = 10.516
- E (eV) = -12479.9135

Element x y z (Å)
H  8.235  -4.944  -11.401
H  12.434  -5.787  -9.215
H  9.868  -7.596  -9.065
H  9.855  -8.851  -9.927
O  8.565  -5.096  -12.294
H  6.278  -4.252  -9.757
H  11.020  -5.712  -9.769
H  8.742  -5.931  -7.960
H  7.260  -3.130  -9.411
O  7.200  -3.987  -9.846
O  7.130  -5.491  -6.397
H  8.296  -5.242  -9.256
O  10.351  -8.416  -9.229
O  8.972  -5.842  -8.890
H  7.477  -6.374  -6.228
H  9.283  -4.466  -12.400
O  11.933  -5.476  -9.973
H  6.250  -5.510  -6.010

Atomic forces in eV per Å
H 0.02 0.15 -0.18
H 0.02 -0.08 -0.02
H -0.09 0.04 -0.22
H 0.03 0.02 -0.06
O -0.05 -0.09 0.00
H -0.02 -0.02 -0.05
H -0.04 -0.01 0.02
H -0.05 0.25 -0.04
H 0.12 0.01 0.00
O -0.27 0.07 0.00
O 0.05 -0.12 -0.04
H 0.18 -0.08 0.25
O 0.00 -0.08 0.21
O 0.14 -0.22 -0.01
H -0.05 -0.03 0.12
H 0.07 -0.03 0.02
O -0.01 0.16 -0.03
H -0.03 0.06 0.01



Entry 6:
The following is a quantum chemistry calculation of 6 unconnected molecules or ions with the total composition H12O6, from the OMol25 dataset.

## Properties
- net charge = 0
- largest force on an atom (eV/Å) = 0.34
- SMILES = O.O.O.O.O.O
- LUMO (eV) = 0.4
- orbital gap (eV) = 11.688
- E (eV) = -12479.3551

Element x y z (Å)
H  1.833  -19.948  -13.678
H  -1.849  -18.827  -12.268
H  3.046  -16.291  -10.428
H  1.550  -16.483  -10.557
O  -1.277  -18.060  -12.242
O  -3.908  -21.782  -11.680
H  2.094  -15.641  -15.262
H  -3.461  -22.450  -11.161
H  -4.389  -15.173  -8.162
O  2.997  -15.384  -15.072
H  -4.129  -13.952  -9.018
H  -1.779  -17.403  -11.759
H  3.523  -15.871  -15.706
H  -4.412  -22.276  -12.326
O  -4.158  -14.908  -9.052
O  2.298  -20.742  -13.944
H  3.026  -20.426  -14.479
O  2.215  -16.060  -10.014

Atomic forces in eV per Å
H -0.19 0.20 0.12
H -0.16 -0.27 0.00
H 0.22 -0.02 -0.10
H -0.22 -0.12 -0.14
O 0.31 0.06 -0.12
O 0.03 0.26 0.02
H -0.27 -0.02 -0.01
H 0.14 -0.14 0.16
H -0.05 -0.12 0.22
O 0.09 0.10 0.18
H 0.03 0.25 -0.04
H -0.14 0.20 0.14
H 0.17 -0.09 -0.16
H -0.15 -0.08 -0.19
O 0.04 -0.14 -0.20
O -0.03 -0.22 0.02
H 0.20 0.03 -0.13
O -0.02 0.13 0.22



Entry 7:
The following is a quantum chemistry calculation of 6 unconnected molecules or ions with the total composition H12O6 in a non-equilibrium geometry, from the OMol25 dataset.

## Properties
- net charge = 0
- largest force on an atom (eV/Å) = 2.51
- SMILES = O.O.O.O.O.O
- LUMO (eV) = 0.6
- orbital gap (eV) = 11.333
- E (eV) = -12480.1044

Element x y z (Å)
O  4.199  7.531  8.155
H  5.855  6.051  6.481
H  3.990  3.743  6.517
O  2.690  7.401  4.756
H  4.683  4.542  9.096
H  2.709  2.997  6.390
H  4.516  7.629  7.261
O  4.421  4.717  8.213
O  5.564  6.656  5.789
H  3.567  4.181  4.412
H  3.135  8.238  4.510
H  4.193  5.624  8.182
H  5.011  6.018  5.273
H  4.860  4.480  3.501
H  3.864  8.408  8.411
H  2.855  6.706  4.154
O  3.229  3.600  5.905
O  4.272  4.851  4.139

Atomic forces in eV per Å
O -0.42 0.63 0.98
H 0.37 0.22 0.24
H -0.63 0.32 -0.50
O -0.50 2.03 1.39
H 0.41 -0.23 1.22
H -1.25 -1.08 0.71
H 0.32 -0.09 -1.02
O 0.22 -1.72 -1.25
O -0.37 -0.82 0.05
H 1.50 0.94 -0.24
H -0.25 -1.24 -0.19
H -0.58 1.94 0.03
H 0.13 0.72 -0.12
H 0.44 -0.52 -0.70
H 0.12 -0.65 -0.10
H 0.77 -0.78 -1.19
O 1.19 0.25 0.44
O -1.48 0.08 0.23



Entry 8:
The following is a quantum chemistry calculation of 6 unconnected molecules or ions with the total composition H12O6 in a non-equilibrium geometry, from the OMol25 dataset.

## Properties
- net charge = 0
- largest force on an atom (eV/Å) = 2.61
- SMILES = O.O.O.O.O.O
- LUMO (eV) = 0.1
- orbital gap (eV) = 10.003
- E (eV) = -12479.3944

Element x y z (Å)
H  22.078  -13.004  -19.662
O  22.117  -14.621  -15.377
H  21.127  -13.237  -20.927
H  22.881  -15.669  -17.847
H  22.473  -14.600  -18.885
O  19.550  -12.079  -18.980
H  20.187  -12.731  -19.155
O  23.176  -14.880  -18.267
O  24.224  -13.102  -16.303
H  20.724  -16.415  -17.144
H  21.480  -17.344  -16.350
H  22.313  -15.440  -15.770
O  21.434  -13.601  -20.027
O  21.607  -16.814  -17.133
H  22.133  -14.643  -14.422
H  24.238  -13.736  -17.031
H  23.617  -13.551  -15.713
H  18.830  -12.318  -19.557

Atomic forces in eV per Å
H 0.55 0.88 -0.13
O -0.77 2.22 0.62
H 1.06 -0.73 2.15
H -0.53 -0.99 0.28
H 0.48 -0.70 0.48
O -1.55 1.74 0.63
H 1.41 -1.49 -0.19
O 0.40 1.31 -1.07
O 0.66 0.12 -0.11
H 0.16 0.44 -0.58
H 0.50 -0.82 0.45
H 0.42 -1.75 -0.42
O -1.07 -0.05 -2.38
O -0.85 -0.04 0.28
H 0.06 -0.50 0.23
H -0.03 0.20 -0.28
H -0.39 0.11 0.19
H -0.51 0.06 -0.15